#i
Entry from the OMol25 dataset: a single C17H20BrFN6O2 molecule (ωB97M-V with the def2-TZVPD basis set).

CARTESIAN COORDINATES (ANGSTROEM)
O: -1.843 1.676 0.518
C: -1.142 2.640 0.754
N: -0.703 2.979 1.984
C: -1.063 2.204 3.162
C: -0.502 0.785 3.113
C: 1.004 0.735 3.025
F: 1.539 1.290 4.196
C: 1.568 -0.676 2.909
N: 1.340 -1.230 1.591
C: 0.235 -1.813 1.079
C: 0.539 -2.043 -0.237
C: -0.284 -2.690 -1.289
C: -0.154 -4.187 -1.311
C: -0.406 -5.003 -2.544
C: 0.997 -4.826 -2.030
C: -1.617 -2.059 -1.602
C: -0.470 -1.918 -2.563
N: 1.806 -1.592 -0.451
N: 2.280 -1.101 0.649
C: -0.671 3.558 -0.351
N: -1.209 4.783 -0.372
C: -0.839 5.559 -1.377
N: 0.010 5.244 -2.349
C: 0.558 4.042 -2.299
O: 1.433 3.707 -3.245
C: 0.249 3.130 -1.284
Br: 1.094 1.460 -1.174
H: -0.216 3.852 2.092
H: -0.681 2.734 4.032
H: -2.151 2.154 3.243
H: -0.818 0.247 4.012
H: -0.925 0.280 2.246
H: 1.374 1.334 2.189
H: 2.644 -0.644 3.061
H: 1.123 -1.332 3.659
H: -0.646 -2.011 1.663
H: -0.448 -4.656 -0.377
H: -0.877 -5.968 -2.412
H: -0.678 -4.500 -3.461
H: 1.647 -4.158 -2.580
H: 1.491 -5.672 -1.575
H: -2.419 -2.731 -1.874
H: -1.912 -1.181 -1.041
H: 0.020 -0.957 -2.626
H: -0.512 -2.463 -3.495
H: -1.270 6.552 -1.416
H: 1.508 4.465 -3.842

The SMILES is O=C(NCC[C@@H](F)Cn1cc(C2(C3CC3)CC2)nn1)c1ncnc(O)c1Br. The value obtained for the HOMO energy is -9.29 eV.

#ii
Entry from the OMol25 dataset: a single C17H20BrFN6O2 molecule (ωB97M-V with the def2-TZVPD basis set).

CARTESIAN COORDINATES (ANGSTROEM)
O: 1.667 -0.657 1.882
C: 0.975 -1.592 1.524
N: -0.317 -1.465 1.161
C: -0.960 -0.174 1.102
C: -0.649 0.565 -0.196
C: -1.292 -0.098 -1.395
F: -2.584 0.421 -1.564
C: -0.570 0.120 -2.712
N: 0.708 -0.561 -2.731
C: 1.937 -0.042 -2.918
C: 2.774 -1.131 -2.876
C: 4.241 -1.176 -3.089
C: 4.653 -0.947 -4.516
C: 6.025 -1.293 -5.002
C: 4.845 -2.110 -5.442
C: 5.117 -0.651 -1.980
C: 5.019 -2.124 -2.234
N: 2.010 -2.234 -2.676
N: 0.763 -1.883 -2.587
C: 1.478 -3.023 1.453
N: 0.567 -3.916 1.035
C: 0.948 -5.169 0.923
N: 2.154 -5.646 1.196
C: 3.041 -4.780 1.643
O: 4.256 -5.236 1.944
C: 2.751 -3.417 1.810
Br: 4.090 -2.307 2.525
H: -0.794 -2.307 0.877
H: -2.036 -0.330 1.192
H: -0.642 0.419 1.959
H: -1.023 1.591 -0.134
H: 0.435 0.630 -0.319
H: -1.398 -1.173 -1.235
H: -1.187 -0.264 -3.525
H: -0.391 1.180 -2.890
H: 2.110 1.010 -3.063
H: 4.204 -0.057 -4.944
H: 6.486 -0.631 -5.722
H: 6.731 -1.732 -4.312
H: 4.721 -3.099 -5.023
H: 4.505 -2.022 -6.465
H: 6.027 -0.138 -2.259
H: 4.642 -0.255 -1.092
H: 4.462 -2.733 -1.538
H: 5.867 -2.638 -2.666
H: 0.208 -5.881 0.576
H: 4.251 -6.185 1.751

The SMILES is O=C(NCC[C@@H](F)Cn1cc(C2(C3CC3)CC2)nn1)c1ncnc(O)c1Br. The value obtained for the HOMO energy is -9.34 eV.

It comes down to #i, which is 1.5 kcal/mol more stable than the next structure.

#i
Entry from the OMol25 dataset: a single C5H9FO molecule (ωB97M-V with the def2-TZVPD basis set).

CARTESIAN COORDINATES (ANGSTROEM)
C: 0.110 2.709 -0.649
O: -0.067 1.569 0.226
C: 0.040 0.328 -0.274
C: 0.153 -0.864 0.235
C: -0.105 -2.006 -0.699
C: 0.070 -0.915 1.728
F: 1.319 -1.373 2.186
H: -0.409 2.676 -1.544
H: 1.203 2.554 -1.002
H: -0.301 3.458 -0.183
H: -0.542 0.230 -1.301
H: -0.774 -2.580 -0.256
H: 0.704 -2.698 -0.530
H: -0.412 -1.789 -1.808
H: -0.945 -1.547 1.775
H: -0.044 0.247 2.097

The SMILES is CO/C=C(/C)CF. The value obtained for the HOMO energy is -8.74 eV.

#ii
Entry from the OMol25 dataset: a molecular structure, C5H9FO (ωB97M-V with the def2-TZVPD basis set).

CARTESIAN COORDINATES (ANGSTROEM)
C: 2.158 -0.484 -0.377
C: 0.704 -0.037 -0.086
C: 0.325 1.403 0.207
C: -0.271 -0.915 0.121
C: -1.745 -0.485 0.489
H: 2.093 -1.564 -0.923
H: 2.792 0.566 -1.031
H: 2.662 -0.584 0.748
H: 1.108 1.959 -0.314
H: 0.158 1.611 1.323
H: -0.277 -2.084 -0.093
H: -2.085 -1.395 0.966
H: -1.891 0.311 1.214
H: -2.249 0.355 -1.262
O: -2.515 -0.395 -0.693
F: -0.965 1.736 -0.288

The value obtained for the HOMO energy is -9.47 eV.

It comes down to #ii, which is 20.5 kcal/mol more stable than the next structure.

#i
Entry from the OMol25 dataset: 2 unconnected molecules or ions with the total composition C5H9FO (ωB97M-V with the def2-TZVPD basis set).

CARTESIAN COORDINATES (ANGSTROEM)
C: -1.379 0.094 -0.079
C: -0.605 1.206 0.383
C: -2.831 -0.041 0.131
C: 2.516 -0.960 -0.473
C: 3.103 0.323 -0.033
O: -0.568 -0.038 1.006
F: 4.448 0.240 0.331
H: -0.903 -0.202 -0.953
H: -1.185 1.975 0.969
H: -3.309 0.583 0.873
H: -2.964 -1.048 0.495
H: -3.356 0.218 -0.784
H: 3.105 -1.898 -0.441
H: 1.975 -0.948 -1.454
H: 1.711 -0.974 0.377
H: 0.244 1.471 -0.350

The value obtained for the HOMO energy is -9.19 eV.

#ii
Entry from the OMol25 dataset: 2 unconnected molecules or ions with the total composition C5H9FO (ωB97M-V with the def2-TZVPD basis set).

CARTESIAN COORDINATES (ANGSTROEM)
C: -1.500 0.586 -0.603
C: -0.414 -0.218 -0.708
C: 0.650 -0.057 -1.654
C: -0.549 -1.483 0.070
H: -1.547 1.522 -1.188
H: -2.329 0.416 -0.063
H: 1.547 0.212 -1.098
H: 0.297 0.527 -2.437
H: 0.753 -1.000 -2.113
H: -0.154 -2.337 -0.520
H: -1.517 -1.558 0.579
H: 0.147 -1.464 0.926
O: 2.112 0.673 1.710
C: 1.130 1.152 2.172
F: 1.069 2.468 2.288
H: 0.305 0.561 2.638

The SMILES is C=C(C)C.O=CF. The value obtained for the HOMO energy is -9.17 eV.

It comes down to #ii, which is 91.7 kcal/mol more stable than the next structure.

#i
Entry from the OMol25 dataset: 2 unconnected molecules or ions with the total composition C4H10O2S (ωB97M-V with the def2-TZVPD basis set).

CARTESIAN COORDINATES (ANGSTROEM)
O: -2.961 0.596 2.196
C: -2.454 0.003 1.281
C: -1.233 0.625 0.574
C: 0.064 0.272 1.242
C: 1.231 1.086 0.622
S: 1.279 0.994 -1.208
H: -2.723 -1.034 0.954
H: -1.387 1.704 0.443
H: -1.267 0.229 -0.452
H: 0.162 0.404 2.336
H: 0.300 -0.773 1.017
H: 2.225 0.689 0.806
H: 1.134 2.136 0.905
H: 1.969 -0.233 -1.124
H: 1.259 -2.996 -3.362
H: 1.233 -1.487 -3.438
O: 1.171 -2.213 -2.790

As for the expectation value of S²: 0.750. As for the spin multiplicity: 2. The value obtained for the HOMO energy (alpha / beta) is 0.76 / -5.85 eV. Its net charge is -1.

#ii
Entry from the OMol25 dataset: 2 unconnected molecules or ions with the total composition C4H10O2S (ωB97M-V with the def2-TZVPD basis set).

CARTESIAN COORDINATES (ANGSTROEM)
O: -0.614 1.687 2.118
C: -0.590 0.513 1.706
C: -1.334 0.206 0.341
C: -0.336 0.628 -0.719
C: 1.115 0.162 -0.552
S: 2.217 0.590 -1.965
H: -0.215 -0.348 2.353
H: -1.418 -0.883 0.490
H: -2.236 0.815 0.278
H: -0.470 1.732 -0.828
H: -0.580 0.243 -1.706
H: 1.462 0.746 0.330
H: 1.189 -0.881 -0.161
H: 2.460 -0.600 -2.498
H: -2.426 -3.025 2.139
H: -3.234 -3.433 0.969
O: -2.309 -3.337 1.222

As for the expectation value of S²: 0.753. As for the spin multiplicity: 2. The value obtained for the HOMO energy (alpha / beta) is 0.56 / -3.46 eV. Its net charge is -1.

It comes down to #i, which is 7.8 kcal/mol more stable than the next structure.